Density functional theory data (ωB97M-V/def2-TZVPD) for 24 unconnected molecules or ions with the total composition C78H219N15O33 in a non-equilibrium geometry.

Values from the calculation:
- Orbital gap: 0.306 Ha
- ΔE to the lowest compared entry with this formula, charge and spin: 66.56 kcal per mole
- 2S+1: 1
- Total charge: 0
- Energy: -174339.6811 eV
- LUMO: 0.3 eV

Each line ends with the Löwdin charge.
CARTESIAN COORDINATES (ANGSTROEM)
O1 -5.66 4.02 -2.65  -0.2040
C1 -5.40 0.39 7.71  -0.1988
H1 8.15 3.84 -1.69  0.0676
C2 -3.25 -3.64 1.08  -0.0775
H2 -4.18 -8.29 -7.98  0.0820
H3 -3.32 -0.89 5.63  0.0962
H4 -0.35 6.05 1.56  0.0843
N1 -0.11 -6.14 -6.82  -0.0483
H5 4.41 7.27 -4.97  0.1073
H6 2.10 2.05 8.38  0.1008
C3 -5.07 -0.57 1.50  -0.1934
H7 5.13 -3.47 -1.65  0.1112
H8 1.20 6.88 -2.18  0.1113
H9 -1.68 -3.07 9.28  0.1170
H10 -1.10 2.26 7.91  0.1194
H11 -7.18 -0.57 10.12  0.0870
N2 -2.83 -1.70 8.02  -0.0226
H12 4.10 -5.17 1.11  0.0969
H13 -1.51 -1.25 -1.10  0.0119
O2 0.42 -4.40 -4.57  -0.1980
H14 1.15 3.25 7.60  0.0786
H15 -3.66 2.71 -2.91  0.0045
H16 1.61 -4.54 -2.78  0.0985
H17 3.21 6.08 -4.37  0.0438
C4 8.29 0.19 -3.23  -0.4106
C5 -2.06 -5.23 -0.04  -0.2328
H18 -1.25 -1.39 9.40  0.1003
H19 3.14 7.68 -3.66  0.0892
H20 -5.40 1.45 0.68  0.1115
H21 0.35 -3.22 -2.90  0.0609
H22 1.31 -0.64 -0.72  0.0933
H23 -1.02 -6.61 0.93  0.1266
H24 5.52 2.70 -4.13  0.0950
H25 8.01 -1.54 -9.12  0.0495
C6 2.90 0.36 -4.32  -0.1219
O3 -2.81 0.12 -0.91  -0.0722
H26 -3.45 2.89 0.89  0.0751
H27 3.89 2.88 0.33  0.1264
C7 -3.07 -1.88 10.42  -0.2534
O4 -1.95 -4.25 1.01  -0.2114
O5 -2.37 -0.63 -7.55  -0.1771
C8 -2.47 -6.95 -6.53  -0.2489
H28 0.93 4.88 2.08  0.0667
H29 -1.69 5.18 -3.57  0.0127
H30 1.16 -6.22 -0.49  0.0762
C9 2.98 -1.27 8.82  -0.0963
H31 -3.67 5.60 -1.35  0.1048
H32 6.47 -3.33 -6.20  0.1086
H33 0.27 -4.70 -0.98  0.0539
H34 -4.43 4.62 2.52  0.0883
C10 -2.12 -2.03 9.24  -0.2117
H35 -2.81 0.89 -1.50  0.0006
O6 -6.61 0.29 8.41  -0.2249
H36 3.31 -1.99 2.67  0.0890
H37 -4.64 2.70 5.29  0.0302
H38 0.08 -5.47 4.61  0.0868
H39 -1.05 -6.98 -1.98  0.0584
H40 9.72 0.04 -4.62  0.1063
C11 -2.52 4.86 4.08  -0.1341
C12 0.15 1.00 1.24  -0.1848
C13 0.59 1.27 6.98  -0.4513
H41 -3.18 5.72 1.93  0.1242
H42 3.71 -1.87 -9.50  0.1429
N3 8.66 0.03 -4.69  0.0161
H43 -3.56 -3.30 0.13  0.0704
H44 -0.10 -6.92 -7.49  0.1199
C14 -3.47 4.66 2.06  -0.1931
H45 -9.97 -3.37 0.58  0.0823
H46 -3.54 -0.93 -5.07  0.1363
C15 0.41 -5.50 -0.25  -0.0322
H47 3.68 -0.22 -3.81  0.0829
H48 4.57 -3.45 -7.92  0.1241
H49 -3.26 -0.81 10.41  0.0948
H50 -2.26 2.85 -3.13  0.0257
H51 -0.56 4.64 -1.05  0.0990
H52 -2.27 -3.54 -4.68  0.0565
H53 -4.63 1.46 2.27  0.1065
C16 0.18 5.14 1.36  -0.1029
H54 5.93 5.34 -4.31  0.1316
C17 -3.16 -8.65 -8.02  -0.0827
H55 -5.95 6.12 -2.65  0.1219
H56 10.28 -0.69 -2.64  0.0957
H57 -0.15 2.32 5.46  0.0901
H58 -6.53 1.35 6.13  0.1618
H59 0.58 6.07 -4.09  0.1199
C18 -3.34 0.38 -7.43  -0.1301
O7 -1.28 1.05 1.42  -0.2266
C19 0.41 -3.14 3.50  -0.1822
H60 -3.53 -2.30 -7.14  0.1213
H61 -2.56 -2.06 11.36  0.1238
C20 -3.10 -1.95 5.66  -0.2244
O8 3.16 -2.53 8.18  -0.1883
N4 4.82 -2.02 -6.33  -0.0685
H62 -7.75 -3.28 -0.23  0.1317
C21 0.89 -1.77 3.98  -0.1986
H63 7.27 -0.10 -3.09  0.1026
H64 -6.58 4.62 -4.35  0.0717
H65 -3.93 -4.42 1.44  0.0925
H66 6.35 5.01 -2.65  0.1079
H67 8.79 -1.75 -2.24  0.0800
H68 5.58 3.34 0.72  0.1010
H69 0.34 3.29 -2.99  0.1106
H70 6.50 -3.41 -3.68  0.1251
H71 -4.83 -0.91 2.49  0.0726
O9 6.00 0.38 -5.91  -0.1044
O10 -6.71 1.13 2.20  -0.1872
H72 -0.55 3.81 -5.37  0.1215
H73 5.40 -1.26 1.88  0.1062
H74 5.53 1.94 -9.01  0.0359
H75 6.74 7.46 -2.43  0.0703
C22 0.97 5.84 -2.16  -0.1963
H76 2.31 -0.36 -4.95  0.1011
H77 1.35 -3.25 5.97  0.1129
N5 -3.08 -2.91 -4.66  0.0542
H78 3.41 0.49 2.99  0.0213
C23 -5.64 1.62 6.80  -0.3978
H79 -2.85 5.12 -4.54  0.0585
H80 4.47 6.65 -1.98  0.1341
C24 -2.63 -1.80 -6.79  -0.2011
O11 0.92 5.27 0.17  -0.2167
H81 -3.72 -2.08 7.91  0.0706
H82 -2.90 -9.05 -8.98  0.0820
O12 8.28 1.82 -1.59  -0.2237
H83 2.53 -0.94 4.76  0.0800
H84 -4.17 -0.65 0.91  0.0792
H85 -5.74 -1.21 9.48  0.0524
H86 -0.02 -3.09 2.52  0.0934
N6 4.22 0.41 1.42  -0.0784
H87 9.70 1.72 -3.07  0.1366
H88 0.62 2.81 0.28  0.0919
H89 4.31 2.37 -2.82  0.0961
C25 5.61 -3.05 -5.61  -0.1621
H90 9.76 3.21 -1.10  0.0960
O13 5.68 1.03 -8.80  -0.0493
C26 -0.84 -4.90 4.44  -0.0954
O14 4.64 -2.56 -3.45  -0.2187
C27 3.86 4.46 2.26  -0.1115
H91 0.14 -1.30 4.62  0.1050
N7 -1.10 -7.27 -1.03  0.0447
C28 1.35 -4.53 -5.63  -0.1914
C29 -5.18 -2.52 4.87  -0.1344
H92 -2.63 4.16 0.07  0.0950
H93 1.20 -0.77 -3.07  0.1275
H94 -5.83 -1.64 -0.94  0.1346
H95 0.25 0.69 -2.56  0.1151
H96 3.73 -2.40 -1.64  0.0807
C30 -3.52 3.91 0.66  -0.1591
H97 -2.65 -2.21 4.69  0.1160
N8 -5.99 2.87 7.51  0.0385
H98 5.66 -2.07 -8.26  0.1025
C31 8.67 3.08 -1.12  -0.1097
O15 2.08 1.10 -3.50  -0.1926
H99 -0.55 6.39 -0.71  0.1446
C32 -0.93 -6.22 -0.05  -0.4430
H100 2.13 2.18 -1.21  0.1205
O16 7.52 -1.35 -9.96  -0.0820
C33 9.19 -0.70 -2.29  -0.0421
H101 1.47 -5.09 -7.69  0.1062
O17 -0.14 0.93 9.26  -0.1969
O18 -2.58 4.80 -3.67  -0.0597
H102 -4.36 0.12 -7.09  0.0906
C34 -5.42 0.94 1.67  -0.2095
H103 -1.86 5.69 3.79  0.0806
C35 8.59 1.66 -2.97  -0.1972
O19 1.32 4.16 -6.11  -0.1737
H104 1.82 -3.04 -3.65  0.0456
H105 -2.92 -4.30 10.05  0.0701
H106 5.02 -3.97 -5.47  0.1176
H107 -3.78 -4.38 11.56  0.0937
H108 1.89 3.90 -3.56  0.1210
H109 -1.49 -5.70 -5.25  0.0881
C36 -1.44 -0.98 -4.73  -0.0502
H110 -6.01 3.00 2.76  0.0647
H111 -6.49 4.76 5.03  0.0293
H112 -3.50 5.27 4.40  0.0702
H113 -6.40 2.89 -4.23  0.0908
H114 1.15 -1.73 6.61  0.0887
H115 8.43 -0.93 -4.89  0.0561
H116 2.13 -5.19 -5.33  0.1070
C37 0.67 -4.97 -6.99  -0.1916
C38 5.51 5.30 -3.31  -0.2309
H117 4.24 -4.35 2.67  0.0772
H118 1.94 5.38 -2.13  0.0989
H119 5.35 -3.93 1.37  0.0775
H120 -10.68 -1.85 1.19  0.0886
C39 1.85 -2.31 6.05  -0.2182
H121 3.74 -0.56 8.49  0.0882
H122 2.54 -1.41 1.16  0.1116
O20 4.58 4.29 -3.18  -0.2016
H123 8.09 2.32 -3.67  0.1169
N9 0.36 5.38 -3.38  -0.0676
C40 4.73 -2.37 -7.77  -0.1705
H124 -3.04 1.12 -6.66  0.0824
H125 -5.16 -0.51 7.19  0.0928
H126 4.88 -1.19 0.19  0.0930
H127 -0.56 -1.50 -5.09  0.0649
H128 3.04 -1.41 9.89  0.0841
H129 -5.77 4.46 6.27  -0.0399
H130 -2.57 0.91 2.97  0.0660
H131 -7.69 3.74 -3.28  0.1130
C41 -4.68 5.42 -0.96  -0.1882
H132 -3.13 -9.43 -7.28  0.0814
C42 0.50 3.55 -5.14  -0.2120
O21 -2.90 2.16 -2.84  -0.0488
H133 6.17 1.05 -7.96  0.0236
H134 -7.80 2.54 3.21  0.1019
C43 5.92 -2.58 -4.12  -0.1525
H135 -6.68 5.29 -1.45  0.1181
N10 1.80 1.40 -0.60  -0.0433
H136 0.96 0.21 7.10  0.1148
H137 -1.78 -2.40 -6.96  0.0906
H138 5.90 3.02 -2.36  0.0692
C44 -7.90 -2.20 -0.46  -0.2515
N11 5.98 7.63 -3.07  0.0344
H139 6.92 0.32 -5.62  -0.0154
C45 4.76 2.74 1.04  -0.2150
H140 2.25 2.45 -6.88  0.0670
C46 3.41 -1.94 1.60  -0.2035
H141 1.26 -3.93 3.49  0.1496
O22 2.44 -1.69 -7.87  -0.1730
C47 1.11 -3.80 -3.45  -0.0933
H142 -5.18 3.45 -0.42  0.0796
C48 1.79 0.14 -1.29  -0.2253
H143 6.02 1.25 1.92  0.1428
H144 -7.31 3.12 1.62  0.0877
N12 -6.18 -1.42 1.07  -0.0402
H145 0.08 -4.17 -7.38  0.0959
H146 -2.45 0.55 -0.11  0.0189
C49 -1.60 0.49 2.72  -0.0430
C50 3.16 -2.55 6.79  -0.2117
H147 5.76 1.10 0.13  0.1150
H148 0.54 -0.01 1.15  0.0998
H149 -6.89 -1.13 1.75  0.1002
C51 -5.75 5.27 -2.01  -0.2175
C52 1.63 -0.59 -7.96  -0.1130
O23 -4.29 -2.65 5.88  -0.1858
H150 -4.91 6.25 -0.33  0.1043
H151 0.86 -0.77 -7.20  0.0817
C53 0.48 1.77 -0.03  -0.1558
C54 5.15 3.03 -3.15  -0.0990
H152 2.20 0.39 -7.72  0.0979
H153 -6.19 -2.61 5.28  0.0930
H154 -0.74 -2.34 -0.37  0.0344
H155 3.28 1.67 3.82  0.0558
H156 3.43 1.05 -4.98  0.0638
C55 0.10 5.49 -0.96  -0.2092
O24 -4.21 -2.67 10.24  -0.1972
H157 6.79 -0.78 -9.68  -0.0036
H158 -3.28 -2.73 -3.64  0.0920
H159 3.93 -2.10 -5.76  0.1233
H160 -3.00 -5.79 0.14  0.1224
H161 5.69 -0.51 -6.23  0.0023
C56 -6.74 -0.92 9.19  -0.0527
C57 4.59 -1.02 1.24  -0.1586
H162 -3.47 -6.53 -6.60  0.1223
C58 -1.44 -5.83 -6.32  -0.1991
H163 -3.02 -2.87 1.81  0.0827
N13 -4.71 4.26 -0.10  -0.0457
H164 1.20 -0.42 -8.97  0.0990
H165 -1.23 -1.68 6.68  0.1042
C59 -0.57 1.32 7.90  -0.2093
H166 0.64 2.48 -5.18  0.1045
O25 -2.72 3.94 3.03  -0.2108
H167 -2.12 4.32 4.99  0.0960
C60 -3.91 -4.09 10.50  -0.0537
H168 -8.27 -2.11 -1.48  0.1222
H169 -3.44 0.89 -8.39  0.0824
H170 4.65 5.22 2.12  0.0974
H171 3.54 -3.56 6.61  0.1259
H172 3.41 0.65 0.83  0.0892
H173 -6.56 2.47 8.29  0.0910
C61 -2.17 -2.22 6.83  -0.1826
H174 6.42 -1.60 -4.08  0.0837
H175 3.06 3.12 -5.50  0.0826
N14 0.10 1.31 5.58  0.0675
H176 0.96 1.18 5.05  0.0408
H177 8.28 3.19 -0.12  0.0819
H178 -1.57 -5.11 5.19  0.0677
H179 -2.38 -7.73 -5.72  0.1393
H180 3.01 4.04 -7.08  0.0847
C62 -6.61 3.80 -3.66  -0.1131
H181 -0.33 1.70 -0.75  0.1056
H182 3.32 4.68 3.18  0.0906
H183 -1.73 -0.56 2.60  0.0758
C63 -1.31 1.13 10.10  -0.0898
C64 3.67 -1.54 -8.44  -0.2680
H184 -4.10 1.15 5.18  0.0636
O26 2.77 0.83 3.70  -0.1249
H185 -2.23 0.77 9.58  0.0704
C65 3.84 6.89 -4.08  -0.0551
H186 -1.31 -5.26 3.48  0.0923
C66 1.62 2.30 7.38  -0.0467
H187 -4.60 0.63 8.49  0.1380
H188 0.74 -4.91 0.59  0.0616
C67 5.28 1.34 1.09  -0.1882
O27 -0.81 -1.92 -1.25  -0.0761
C68 -2.69 -1.63 -5.25  -0.4500
H189 -1.29 2.18 10.27  0.0836
H190 4.07 -0.55 -8.42  0.0793
C69 2.48 3.41 -6.41  -0.0851
O28 -0.58 -3.51 4.44  -0.2353
H191 -1.49 -1.07 -3.66  0.0562
H192 -1.17 0.51 10.96  0.0790
H193 -5.17 3.15 8.05  0.0848
H194 3.97 -1.86 6.55  0.1178
H195 -6.97 -0.32 -0.61  0.1221
H196 -0.86 0.84 3.45  0.0598
H197 -4.55 -4.81 9.99  0.0846
O29 -2.27 -7.57 -7.73  -0.2048
O30 -5.71 5.02 5.52  -0.0525
C70 4.74 -2.50 -2.09  -0.1632
H198 -1.77 -4.87 -6.73  0.1032
H199 -10.41 -2.10 -0.56  0.0794
H200 -1.99 -3.34 6.85  0.1356
O31 -8.78 -1.64 0.50  -0.1993
C71 0.77 4.00 -3.71  -0.1819
O32 4.28 3.12 2.32  -0.1938
C72 -4.44 1.89 5.91  -0.0562
H201 9.07 -0.21 -1.30  0.0755
N15 2.13 -1.88 4.73  -0.0611
H202 2.85 -0.23 -1.34  0.1200
H203 0.53 1.46 2.16  0.1174
C73 -6.71 -1.34 -0.29  -0.2150
H204 -0.58 4.29 1.34  0.0989
H205 1.75 -3.50 -5.83  0.1080
C74 4.88 6.67 -3.00  -0.4299
H206 -5.07 -1.53 4.32  0.0904
C75 4.31 -4.18 1.60  -0.0722
H207 -1.29 0.60 7.50  0.1028
H208 2.45 2.38 6.72  0.0566
H209 -2.22 -4.74 -0.99  0.1201
H210 1.10 -1.04 3.21  0.0793
C76 -10.04 -2.30 0.44  -0.0911
O33 3.40 -3.22 0.94  -0.2029
H211 -1.98 -7.84 -0.95  0.0968
H212 -1.30 0.05 -5.12  0.0921
H213 -5.09 -3.32 4.12  0.0907
C77 -6.95 2.51 2.48  -0.0983
H214 3.14 4.46 1.42  0.0773
H215 5.41 -1.70 -1.73  0.0816
C78 1.26 0.30 -2.67  -0.2153
H216 2.00 -0.78 8.73  0.0620
H217 -3.56 2.08 6.51  0.0767
H218 5.61 8.53 -2.85  0.0657
H219 -7.30 -1.69 8.64  0.0995